{"formula": "C29H34N4O2Ru", "method": "wB97M-V/def2-TZVPD", "fmax_ha_per_bohr": 0.00448, "homo_energy_ev": [-1.65, -4.29], "homo_lumo_gap_ev": [4.4054, 6.8382], "total_charge": -1, "lumo_ev": [2.752, 2.548], "spin_multiplicity": 6, "elements": ["Ru", "C", "N", "C", "C", "C", "N", "C", "C", "C", "C", "C", "C", "C", "O", "C", "C", "C", "N", "C", "C", "C", "C", "C", "C", "C", "O", "H", "H", "H", "H", "H", "H", "H", "H", "H", "H", "H", "H", "H", "H", "H", "H", "H", "H", "H", "H", "H", "H", "H", "H", "H", "C", "C", "C", "C", "C", "C", "C", "C", "N", "H", "H", "H", "H", "H", "H", "H", "H", "H"], "coordinates": [[0.0552, -0.0612, 0.0189], [-1.5511, -2.2341, -1.7181], [-1.8543, -1.8080, -0.3575], [-3.1825, -1.2070, -0.2945], [-3.1818, 0.2425, -0.7847], [-2.8513, 1.2680, 0.2893], [-1.4621, 1.2465, 0.7906], [-1.2812, 1.9522, 1.8554], [-0.0790, 2.2184, 2.5878], [-0.2321, 2.8440, 3.8433], [0.8367, 3.1781, 4.6310], [2.1339, 2.9022, 4.1475], [2.3308, 2.3236, 2.9262], [1.2373, 1.9513, 2.0798], [1.4540, 1.4462, 0.9390], [-1.6566, -2.9419, 0.5484], [-1.8707, -2.6519, 2.0325], [-1.2389, -1.3294, 2.5060], [0.0073, -1.0393, 1.8533], [1.0876, -1.6852, 2.3556], [2.2676, -1.9914, 1.6541], [3.3873, -2.5182, 2.3525], [4.5486, -2.8983, 1.7154], [4.6583, -2.7618, 0.3324], [3.5834, -2.2354, -0.3838], [2.3978, -1.8513, 0.2320], [1.4107, -1.3949, -0.5521], [-2.2230, -3.0500, -2.0329], [-0.5145, -2.5653, -1.7660], [-1.6607, -1.3986, -2.4058], [-3.5326, -1.2329, 0.7391], [-3.8966, -1.8083, -0.8826], [-4.1814, 0.4860, -1.1574], [-2.4941, 0.3640, -1.6229], [-3.5310, 1.1243, 1.1392], [-3.0542, 2.2647, -0.1127], [-2.1733, 2.4204, 2.2896], [-1.2424, 3.0517, 4.1855], [0.6962, 3.6438, 5.5972], [2.9926, 3.1578, 4.7592], [3.3223, 2.1067, 2.5495], [-0.6216, -3.2565, 0.4015], [-2.3051, -3.7821, 0.2452], [-1.4127, -3.4828, 2.5766], [-2.9363, -2.6697, 2.2878], [-1.1054, -1.3847, 3.5978], [-1.9427, -0.5156, 2.3301], [1.0457, -1.9670, 3.4115], [3.3067, -2.6205, 3.4304], [5.3742, -3.2976, 2.2941], [5.5663, -3.0502, -0.1832], [3.6410, -2.1098, -1.4593], [-0.6141, 3.4246, -1.8616], [-0.2931, 2.6061, -3.0760], [-0.3129, 3.1536, -4.3455], [0.0344, 2.3988, -5.4622], [0.4275, 1.0763, -5.2981], [0.4538, 0.4752, -4.0496], [0.9260, -0.9423, -3.8849], [0.0594, 1.2328, -2.9060], [0.0549, 0.6968, -1.6838], [-0.6455, 4.4871, -2.1079], [0.1227, 3.2512, -1.0742], [-1.5837, 3.1460, -1.4428], [-0.5868, 4.1973, -4.4627], [0.0246, 2.8463, -6.4487], [0.7367, 0.4961, -6.1620], [1.7019, -1.1724, -4.6177], [0.1082, -1.6500, -4.0484], [1.3136, -1.1147, -2.8802]], "forces_ev_per_angstrom": [[0.2, 0.0, -0.1], [0.0, 0.0, 0.0], [-0.1, 0.0, 0.0], [0.0, 0.0, 0.0], [-0.1, 0.0, 0.1], [0.1, 0.0, 0.0], [-0.2, 0.1, 0.0], [0.2, 0.0, 0.0], [-0.1, 0.0, -0.1], [0.0, 0.0, 0.0], [0.0, 0.0, 0.0], [0.0, 0.0, 0.0], [0.0, 0.0, 0.0], [-0.1, 0.0, 0.1], [0.0, 0.1, -0.1], [0.0, 0.1, 0.0], [0.0, 0.0, 0.0], [0.0, -0.1, 0.0], [0.0, 0.0, 0.0], [0.0, 0.0, 0.0], [0.0, 0.0, 0.0], [0.0, 0.0, 0.0], [0.0, 0.0, 0.0], [0.0, 0.0, 0.0], [0.0, 0.0, 0.0], [0.0, 0.0, 0.0], [0.0, -0.1, 0.0], [0.0, 0.0, 0.0], [0.0, 0.0, 0.0], [0.0, 0.0, 0.0], [0.0, 0.0, 0.0], [0.0, 0.0, 0.0], [0.0, 0.0, 0.0], [0.0, 0.0, 0.0], [0.0, 0.0, 0.0], [0.0, 0.0, 0.0], [0.0, 0.0, 0.0], [0.0, 0.0, 0.0], [0.0, 0.0, 0.0], [0.0, 0.0, 0.0], [0.0, 0.0, 0.0], [0.0, 0.0, 0.0], [0.0, 0.0, 0.0], [0.0, 0.0, 0.0], [0.0, 0.0, 0.0], [0.0, 0.0, 0.0], [0.0, 0.0, 0.0], [0.0, 0.0, 0.0], [0.0, 0.0, 0.0], [0.0, 0.0, 0.0], [0.0, 0.0, 0.0], [0.0, 0.0, 0.0], [0.0, 0.0, 0.0], [0.0, 0.0, -0.1], [0.0, 0.0, 0.0], [0.0, 0.0, 0.0], [0.0, 0.0, 0.1], [0.0, 0.1, 0.0], [0.0, 0.0, 0.0], [0.1, 0.0, 0.1], [-0.2, -0.1, -0.1], [0.0, 0.0, 0.0], [0.0, 0.0, 0.0], [0.0, 0.0, 0.0], [0.0, 0.0, 0.0], [0.0, 0.0, 0.0], [0.0, 0.0, 0.0], [0.0, 0.0, 0.0], [0.0, 0.0, 0.0], [0.0, 0.0, 0.0]], "mulliken_spin": [2.5125, -0.0052, 0.0858, -0.0073, 0.0493, -0.0073, 0.0062, 0.0063, -0.0565, 0.0022, 0.0064, 0.0016, 0.0270, 0.0527, 0.1106, 0.0212, 0.0342, -0.0144, 0.2395, 0.4180, -0.1323, 0.1776, -0.1234, 0.2370, -0.0797, 0.1691, 0.1093, 0.0001, 0.0030, 0.0036, -0.0031, -0.0002, 0.0040, -0.0234, -0.0029, -0.0043, 0.0030, 0.0002, 0.0009, 0.0004, -0.0013, -0.0263, 0.0047, 0.0206, -0.0162, 0.0045, -0.0064, 0.0386, 0.0101, -0.0066, 0.0246, -0.0072, 0.0077, 0.1294, -0.0998, 0.1822, -0.1063, 0.1404, 0.0160, -0.0296, 0.8614, 0.0017, -0.0002, 0.0123, -0.0022, 0.0157, -0.0011, 0.0068, 0.0096, -0.0048]}